[1]
{"formula": "C28H62BrIO8S5", "method": "ωB97M-V with the def2-TZVPD basis set", "elements": ["C", "C", "C", "C", "C", "C", "C", "C", "C", "C", "O", "C", "I", "C", "C", "C", "O", "O", "C", "C", "C", "C", "Br", "H", "H", "H", "H", "H", "H", "H", "H", "H", "H", "H", "H", "H", "H", "H", "H", "H", "H", "H", "H", "H", "H", "H", "H", "H", "H", "H", "H", "H", "H", "H", "H", "C", "S", "O", "C", "H", "H", "H", "H", "H", "H", "C", "S", "O", "C", "H", "H", "H", "H", "H", "H", "C", "S", "O", "C", "H", "H", "H", "H", "H", "H", "C", "S", "O", "C", "H", "H", "H", "H", "H", "H", "C", "S", "O", "C", "H", "H", "H", "H", "H", "H"], "positions_angstrom": [[5.68324, -1.33429, -0.34094], [4.50209, -1.40652, 0.62456], [3.65004, -0.12600, 0.74405], [3.30607, 0.59718, -0.55896], [3.05111, 2.12209, -0.29791], [1.58493, 2.57928, -0.41696], [0.89267, 2.78177, 0.93147], [0.37455, 1.47534, 1.57302], [-1.16032, 1.33922, 1.54711], [-1.64642, -0.06418, 1.27504], [-3.04666, -0.13145, 1.72823], [-3.82552, -0.84429, 0.84840], [-5.02357, 0.42790, -0.48804], [-2.82339, -1.64423, 0.03056], [-3.28704, -2.42087, -1.19631], [-2.97641, -3.90053, -1.14304], [-2.55982, -4.52715, -2.08104], [-3.29491, -4.54796, 0.03957], [-1.76840, -0.55263, -0.17168], [-0.50294, -0.92928, -0.93272], [0.15284, -2.27213, -0.55838], [0.58984, -2.99754, -1.82780], [2.05071, -4.23909, -1.51072], [5.41206, -1.03290, -1.34657], [6.48004, -0.71314, 0.06445], [6.10809, -2.33545, -0.42795], [4.92698, -1.58828, 1.61475], [3.89111, -2.28051, 0.41154], [2.70516, -0.42358, 1.20299], [4.12694, 0.53739, 1.46119], [2.39294, 0.20953, -1.00419], [4.10631, 0.54409, -1.28919], [3.46201, 2.40411, 0.67032], [3.63435, 2.68059, -1.03167], [1.00324, 1.90979, -1.05341], [1.58587, 3.53786, -0.94040], [1.62488, 3.23369, 1.59829], [0.07030, 3.49326, 0.86663], [0.75674, 1.43196, 2.59070], [0.81224, 0.61838, 1.05985], [-1.51668, 1.59088, 2.54568], [-1.63130, 2.06346, 0.88476], [-1.14719, -0.79109, 1.92580], [-4.59277, -1.37679, 1.39526], [-2.36783, -2.29366, 0.78174], [-4.37231, -2.36411, -1.29217], [-2.82614, -2.05629, -2.10791], [-2.61558, -4.37659, 0.69801], [-2.16184, 0.32228, -0.69210], [-0.73591, -0.94759, -1.99894], [0.21542, -0.12600, -0.81644], [1.04950, -2.09636, 0.03494], [-0.49808, -2.91796, 0.02639], [-0.24967, -3.52322, -2.27266], [0.94451, -2.29074, -2.57037], [-7.86927, -5.23413, -2.03936], [-6.83441, -3.89422, -2.64300], [-7.73962, -2.80749, -3.08938], [-6.26127, -4.74874, -4.11678], [-8.36116, -4.89353, -1.13087], [-8.61689, -5.48378, -2.79218], [-7.24646, -6.10048, -1.81577], [-7.11715, -5.03162, -4.72964], [-5.68984, -5.63027, -3.82530], [-5.62079, -4.06615, -4.67114], [-4.31438, 4.74887, 0.83755], [-2.98898, 5.51447, 1.77801], [-1.80060, 4.61865, 1.66465], [-3.71625, 5.22139, 3.39324], [-4.04102, 4.77684, -0.21527], [-4.42438, 3.71361, 1.15895], [-5.24308, 5.29932, 0.98670], [-3.88066, 4.15234, 3.53315], [-4.65694, 5.76642, 3.46756], [-3.01997, 5.59015, 4.14341], [0.79713, 6.88034, 0.58505], [0.36813, 7.41327, 2.24413], [-0.87818, 8.21720, 2.13939], [1.73035, 8.57729, 2.41621], [0.03660, 6.17120, 0.26256], [0.81392, 7.74225, -0.08282], [1.77043, 6.38922, 0.60355], [1.67975, 9.32212, 1.62167], [2.67529, 8.03544, 2.37241], [1.63371, 9.06558, 3.38368], [1.12589, -8.70024, -4.96028], [2.43193, -7.78784, -4.12486], [3.63203, -8.66254, -4.10937], [1.69391, -7.87519, -2.48943], [1.40615, -8.80272, -6.00643], [1.02248, -9.68686, -4.50841], [0.19098, -8.14470, -4.88427], [1.55072, -8.91869, -2.20706], [0.74131, -7.34532, -2.49205], [2.37188, -7.39470, -1.78854], [6.45890, 2.35357, 2.67786], [5.01464, 2.80065, 3.65093], [3.91536, 3.08070, 2.68720], [5.64392, 4.39049, 4.20292], [6.25952, 1.39556, 2.20122], [6.63622, 3.11326, 1.91633], [7.32308, 2.26149, 3.33567], [5.87774, 5.01090, 3.33768], [6.53306, 4.23487, 4.81384], [4.86956, 4.86751, 4.79981]], "multiplicity": 1, "total_charge": 0, "e_lumo_ev": 0.296}

[2]
{"formula": "C28H62Cl4O25S4", "method": "ωB97M-V with the def2-TZVPD basis set", "elements": ["C", "O", "C", "C", "O", "C", "C", "O", "C", "H", "H", "H", "H", "H", "H", "H", "H", "H", "H", "H", "H", "H", "H", "C", "O", "C", "C", "O", "C", "C", "O", "C", "H", "H", "H", "H", "H", "H", "H", "H", "H", "H", "H", "H", "H", "H", "C", "O", "C", "C", "O", "C", "C", "O", "C", "H", "H", "H", "H", "H", "H", "H", "H", "H", "H", "H", "H", "H", "H", "C", "Cl", "Cl", "H", "H", "C", "Cl", "Cl", "H", "H", "C", "C", "O", "S", "O", "O", "O", "H", "H", "H", "H", "C", "C", "O", "S", "O", "O", "O", "H", "H", "H", "H", "C", "C", "O", "S", "O", "O", "O", "H", "H", "H", "H", "C", "C", "O", "S", "O", "O", "O", "H", "H", "H", "H"], "positions_angstrom": [[-1.99503, -0.16454, 2.34609], [-1.00375, -1.21854, 2.25431], [0.29221, -0.66881, 2.28446], [1.33706, -1.72229, 2.72201], [1.28456, -1.95555, 4.15737], [2.53653, -2.40409, 4.66771], [2.68258, -2.08273, 6.16064], [1.91521, -2.99871, 6.87955], [1.87065, -2.88271, 8.25365], [-1.80097, 0.64636, 1.56870], [-1.91786, 0.22377, 3.36719], [-2.95762, -0.60841, 2.24133], [0.30717, 0.19895, 2.97385], [0.61648, -0.27002, 1.27614], [2.32126, -1.31279, 2.41054], [1.12437, -2.70945, 2.20369], [3.43871, -2.03518, 4.16729], [2.65780, -3.48033, 4.60387], [2.41413, -1.03887, 6.36248], [3.68583, -2.25179, 6.45523], [2.82957, -2.51474, 8.67282], [1.66970, -3.91417, 8.57354], [1.03238, -2.26232, 8.54084], [-3.97496, 3.03386, -0.73982], [-3.53949, 4.00195, 0.20245], [-2.73308, 3.35739, 1.21208], [-1.83299, 4.37025, 2.01135], [-2.44589, 5.03901, 3.08085], [-3.70429, 5.62178, 2.71912], [-3.64608, 6.73140, 1.66909], [-2.45647, 7.49823, 1.87837], [-2.27002, 8.51311, 0.94995], [-4.33656, 3.56648, -1.58741], [-4.70286, 2.43976, -0.22886], [-3.15065, 2.41744, -1.11819], [-2.13130, 2.51503, 0.78204], [-3.41338, 2.80262, 1.92634], [-1.50464, 5.18785, 1.36819], [-1.03044, 3.81509, 2.51755], [-3.95633, 6.08593, 3.65939], [-4.46981, 4.90770, 2.39747], [-4.58148, 7.41257, 1.77875], [-3.62416, 6.33479, 0.66231], [-3.04757, 9.25433, 1.16753], [-2.37788, 8.09337, -0.06543], [-1.28739, 8.93062, 1.05276], [5.65937, 0.07281, 2.77153], [5.15096, -1.17968, 2.49264], [5.94807, -1.86878, 1.56637], [5.40417, -3.20608, 1.14320], [4.26487, -3.01534, 0.40397], [3.57337, -4.13986, -0.06723], [2.33595, -3.66020, -0.75571], [2.50633, -2.97595, -1.93594], [2.91762, -3.73465, -3.04816], [5.10105, 0.44065, 3.59987], [5.61315, 0.82379, 1.95060], [6.71800, -0.01730, 3.10742], [6.96423, -2.00232, 1.94839], [6.02655, -1.19784, 0.71596], [5.24745, -3.80581, 2.04294], [6.19656, -3.65602, 0.51128], [3.33050, -4.81346, 0.80438], [4.15909, -4.79756, -0.72353], [1.81938, -2.92391, -0.15070], [1.66830, -4.50075, -0.93639], [2.06803, -4.30290, -3.45909], [3.68459, -4.52681, -2.81934], [3.30963, -3.04162, -3.79410], [-1.51605, -0.79449, -2.55212], [-1.30556, 0.96296, -2.87654], [-0.97426, -1.22747, -0.89011], [-2.56137, -1.01015, -2.66225], [-0.94847, -1.39767, -3.25070], [-0.58519, 4.67055, -1.67923], [0.67467, 5.92363, -1.56654], [-1.06195, 4.29260, -3.37852], [-0.36773, 3.74843, -1.16135], [-1.42292, 5.07943, -1.15120], [3.19306, 0.05074, -0.35788], [2.32343, 0.35143, -1.60178], [2.21960, 1.74937, -1.61064], [2.35793, 2.40478, -0.22779], [1.10367, 2.80853, 0.38000], [3.38171, 3.39358, -0.30661], [2.84901, 1.09338, 0.51514], [4.23205, 0.15453, -0.55690], [2.91845, -0.83170, 0.19287], [1.36107, -0.14914, -1.51646], [2.82906, 0.02640, -2.52376], [-1.70910, -4.73065, -2.74810], [-3.17775, -4.49675, -2.87438], [-3.30100, -4.47412, -4.32503], [-2.05809, -3.72222, -4.94183], [-2.33594, -2.31417, -5.19071], [-1.59223, -4.50267, -6.02420], [-1.13040, -3.85297, -3.68465], [-1.43704, -5.75989, -2.98306], [-1.32217, -4.44560, -1.78792], [-3.48527, -3.49219, -2.50144], [-3.83032, -5.25067, -2.46525], [-4.94477, -1.23962, 0.49124], [-5.94863, -2.33470, 0.08867], [-6.14223, -2.11819, -1.25687], [-5.42027, -0.86292, -1.83561], [-6.25028, 0.26813, -1.70930], [-4.82290, -1.14740, -3.10009], [-4.34797, -0.83657, -0.68385], [-4.22344, -1.75121, 1.07028], [-5.46766, -0.43540, 0.98852], [-6.94998, -2.25433, 0.49415], [-5.69783, -3.38156, 0.19708], [1.36652, 1.88543, -5.11981], [0.47730, 1.39093, -6.23173], [1.15625, 0.33906, -6.83377], [1.73270, -0.54253, -5.61158], [2.91797, -1.23807, -6.00864], [0.66346, -1.30385, -5.02563], [2.05605, 0.74967, -4.72442], [0.82865, 2.35130, -4.30652], [2.13363, 2.55829, -5.52370], [0.27411, 2.15429, -6.98216], [-0.50206, 1.01746, -5.87486]], "multiplicity": 1, "total_charge": 0, "e_lumo_ev": 0.008}

no.,energy (Eh)
1,-6568.465054
2,-6418.263513